Record 1
2 unconnected molecules or ions with the total composition C24H24O4 in a non-equilibrium geometry, computed with ωB97M-V with the def2-TZVPD basis set.

```
52
C24H24O4 (ωB97M-V with the def2-TZVPD basis set)
C 2.05 2.71 0.48
C 0.69 2.43 1.10
C 0.20 3.54 2.03
O -0.31 2.28 0.06
C -0.24 1.14 -0.71
O -0.82 1.12 -1.79
C 0.43 0.01 -0.15
C 0.92 -1.06 -1.03
C 2.25 -0.67 -1.69
C 3.46 -1.00 -1.05
C 4.67 -0.57 -1.60
C 4.68 0.16 -2.80
C 3.47 0.50 -3.42
C 2.25 0.08 -2.86
C 0.81 0.02 1.23
O 1.09 -0.98 1.87
O 0.73 1.23 1.90
H 2.37 1.88 -0.16
H 1.99 3.63 -0.10
H 2.77 2.85 1.30
H -0.75 3.24 2.48
H 0.94 3.70 2.81
H 0.07 4.46 1.45
H 1.05 -1.95 -0.41
H 0.16 -1.22 -1.80
H 3.42 -1.56 -0.11
H 5.60 -0.82 -1.10
H 5.63 0.48 -3.24
H 3.46 1.08 -4.34
H 1.29 0.34 -3.31
C -3.15 0.59 0.50
C -3.19 1.66 1.67
C -2.28 1.07 2.69
C -1.79 -0.17 2.30
C -2.18 -0.47 0.97
C -2.10 -1.76 0.35
C -1.50 -2.87 1.01
C -1.69 -4.16 0.53
C -2.42 -4.38 -0.65
C -2.86 -3.28 -1.40
C -2.68 -1.99 -0.92
H -4.17 0.18 0.34
H -2.82 1.03 -0.45
H -2.83 2.63 1.29
H -4.22 1.80 2.03
H -2.06 1.56 3.64
H -1.22 -0.84 2.93
H -0.90 -2.68 1.90
H -1.28 -5.00 1.10
H -2.61 -5.39 -0.98
H -3.35 -3.44 -2.36
H -3.01 -1.13 -1.52
```

Values from the calculation:
ΔE to the lowest compared entry with this formula, charge and spin = 0.00 kcal/mol
total charge = 0
HOMO-LUMO gap = 5.507 eV
HOMO energy = -7.32 eV

natural (NBO) population analysis, charges in e, atoms 1 to 6:
1 C -0.67
2 C 0.55
3 C -0.62
4 O -0.56
5 C 0.74
6 O -0.65

Record 2
A single C2H5FN2 molecule in a non-equilibrium geometry, computed with ωB97M-V with the def2-TZVPD basis set.

```
10
C2H5FN2 (ωB97M-V with the def2-TZVPD basis set)
C -0.59 -0.02 0.00
C 0.74 -0.69 0.28
H -1.70 1.58 0.06
H -0.16 1.65 -0.67
H -1.48 -1.71 0.03
H 0.97 -0.69 1.42
H 0.78 -1.49 -0.27
N -0.72 1.26 0.21
N -1.56 -0.79 -0.23
F 1.86 0.18 -0.23
```

Values from the calculation:
ΔE to the lowest compared entry with this formula, charge and spin = 28.89 kcal/mol
total charge = 0
HOMO-LUMO gap = 10.733 eV
HOMO energy = -9.81 eV
SMILES = [H]/N=C(/N)CF

natural (NBO) population analysis, charges in e, atoms 1 to 6:
1 C 0.39
2 C 0.00
3 H 0.39
4 H 0.39
5 H 0.34
6 H 0.20

Record 3
A molecular structure, C35H55N4OP2SSn in a non-equilibrium geometry, computed with ωB97M-V with the def2-TZVPD basis set.

```
99
C35H55N4OP2SSn (ωB97M-V with the def2-TZVPD basis set)
C -2.07 -1.98 -1.18
C 0.01 -1.68 -2.21
C -2.46 -2.87 -2.18
C -0.35 -2.54 -3.24
C -1.60 -3.16 -3.23
H -3.47 -3.29 -2.13
H 0.36 -2.70 -4.06
H -1.89 -3.84 -4.03
N -0.81 -1.51 -1.15
P -2.70 0.29 0.43
P 2.13 -0.70 -0.53
C -3.02 -1.47 -0.10
H -4.07 -1.54 -0.42
H -2.93 -2.11 0.79
C 0.34 2.01 2.11
O 0.64 2.98 2.62
C 1.23 -0.78 -2.23
H 1.94 -1.10 -3.00
C 3.52 0.62 -0.70
C 2.77 -2.42 -0.08
C -3.36 1.45 -0.93
C -3.54 0.56 2.11
C 3.07 1.97 -0.09
H 3.07 1.96 1.01
H 3.77 2.75 -0.43
H 2.07 2.26 -0.43
C 4.77 0.16 0.05
H 4.61 0.10 1.14
H 5.15 -0.80 -0.31
H 5.57 0.91 -0.11
C 3.86 0.86 -2.18
H 4.87 1.29 -2.24
H 3.87 -0.06 -2.79
H 3.17 1.58 -2.64
C 3.35 -2.33 1.36
H 2.95 -1.48 1.93
H 3.09 -3.22 1.94
H 4.44 -2.25 1.34
C 1.60 -3.44 -0.10
H 0.73 -3.03 0.42
H 1.31 -3.72 -1.11
H 1.90 -4.34 0.46
C 3.82 -2.83 -1.15
H 3.95 -2.11 -1.97
H 4.79 -3.00 -0.69
H 3.51 -3.77 -1.62
C -3.23 2.00 2.61
H -3.24 2.02 3.71
H -2.24 2.35 2.30
H -3.99 2.72 2.27
C -2.96 -0.42 3.15
H -2.95 -1.46 2.80
H -1.94 -0.15 3.43
H -3.57 -0.38 4.06
C -5.06 0.29 1.97
H -5.42 -0.24 2.86
H -5.63 1.22 1.91
H -5.33 -0.34 1.12
C -2.68 1.13 -2.30
H -3.45 0.99 -3.08
H -2.03 1.95 -2.62
H -2.07 0.23 -2.29
C -3.05 2.91 -0.53
H -2.01 3.05 -0.21
H -3.23 3.56 -1.40
H -3.71 3.26 0.27
C -4.87 1.24 -1.10
H -5.11 0.20 -1.35
H -5.45 1.53 -0.22
H -5.22 1.87 -1.94
Sn -0.12 0.24 0.38
N 0.27 1.35 -1.45
C 0.75 0.69 -2.43
C 0.85 1.33 -3.79
C 0.83 2.74 -3.83
C 0.96 0.60 -4.98
C 0.96 3.41 -5.05
H 0.70 3.27 -2.89
C 1.07 1.27 -6.20
H 0.94 -0.49 -4.94
C 1.08 2.67 -6.24
H 0.97 4.50 -5.07
H 1.15 0.70 -7.13
H 1.17 3.19 -7.20
S 0.04 -1.81 2.30
C 0.48 -1.05 3.77
N 1.48 -0.14 3.84
C 1.63 0.68 5.04
C 1.52 -0.26 6.23
C 0.16 -0.93 6.25
N -0.24 -1.30 4.89
H 1.72 0.29 2.96
H 0.83 1.44 5.09
H 2.59 1.20 5.00
H 1.71 0.27 7.16
H 2.31 -1.02 6.15
H -0.58 -0.24 6.68
H 0.16 -1.84 6.86
H -0.94 -2.01 4.77
```

Values from the calculation:
total charge = +1
HOMO-LUMO gap = 4.998 eV
HOMO energy = -7.32 eV

Löwdin population analysis, charges in e, atoms 1 to 6:
1 C -0.30
2 C -0.29
3 C -0.01
4 C -0.01
5 C -0.01
6 H 0.13

Record 4
2 unconnected molecules or ions with the total composition C6H7BrN2 in a non-equilibrium geometry, computed with ωB97M-V with the def2-TZVPD basis set.

```
16
C6H7BrN2 (ωB97M-V with the def2-TZVPD basis set)
C -0.67 -2.33 -0.54
C 0.07 -1.76 -1.60
C -0.28 -1.64 0.57
C -0.36 2.79 -0.31
C -0.46 1.97 0.69
C 1.22 0.26 0.90
N 0.86 -0.81 -1.16
N 0.65 -0.73 0.16
Br -1.69 1.83 2.07
H -1.39 -3.12 -0.60
H 0.06 -2.02 -2.64
H -0.58 -1.72 1.59
H -1.07 3.59 -0.50
H 0.45 2.70 -1.02
H 1.18 0.17 1.97
H 2.02 0.81 0.43
```

Values from the calculation:
ΔE to the lowest compared entry with this formula, charge and spin = 0.00 kcal/mol
total charge = 0
spin multiplicity = 3
HOMO-LUMO gap (spin up / spin down) = 7.145 / 7.807 eV
HOMO energy (spin up / spin down) = -6.38 / -9.49 eV
<S²> = 2.02

natural (NBO) population analysis, charges in e, atoms 1 to 6:
1 C -0.32
2 C -0.03
3 C -0.06
4 C -0.56
5 C -0.03
6 C -0.16